1.
This record from the Open Molecules 2025 dataset describes C20H31NO3S in the gas phase. The level of theory is ωB97M-V/def2-TZVPD.

Structure (XYZ):
```
56
Properties=species:S:1:pos:R:3:forces:R:3
S -3.93406 -0.94182 0.09897 -0.54 0.14 0.34
H -2.18542 -0.14292 3.26020 0.00 -0.03 -0.11
H 1.39501 -1.14479 -0.85686 -0.01 0.06 -0.10
H -3.16908 4.90298 -1.51019 -0.08 0.09 -0.05
H -1.57172 -0.40373 -0.74552 0.41 0.12 0.22
H 0.75169 -1.96181 -3.07260 -0.05 0.08 -0.02
C 0.59562 0.22005 1.75599 0.18 -0.16 0.54
C -0.90850 2.32088 -1.07673 -0.09 0.09 0.25
C 5.26114 1.06712 0.41895 -0.01 -0.05 -0.01
H 4.31451 -2.17768 0.15534 -0.05 -0.05 0.01
C 4.44529 -0.06245 0.48236 0.52 -0.03 -0.16
C -1.70860 0.86294 1.38658 -0.75 0.29 0.40
O -5.32322 -1.24234 -0.13448 -0.01 0.02 0.05
N -0.40861 0.57249 0.71120 0.19 0.15 0.20
H 0.56210 0.99244 2.53329 -0.16 -0.08 -0.13
H -0.70532 -1.47112 0.31926 -0.06 0.19 0.16
H -0.60580 -3.87565 -2.48667 -0.02 -0.13 -0.03
C 6.56679 0.94778 -0.01660 0.07 0.06 -0.02
H -4.34439 -1.10107 2.42642 -0.07 -0.05 0.16
H 6.64885 -2.37701 -0.62041 0.03 -0.07 -0.02
H 8.08828 -0.37816 -0.72889 0.08 -0.01 -0.03
C 3.10687 0.05035 0.92628 -1.05 0.05 0.35
H -1.33312 -3.04442 -1.11972 -0.02 -0.09 0.07
H -1.95371 -1.24844 1.89080 0.16 0.02 0.16
O -3.02150 -2.08214 0.07159 -0.23 -0.07 0.03
C -2.35003 -0.27689 2.18558 0.31 0.01 0.24
C 0.03343 1.82140 0.02672 0.32 0.59 -0.55
C 7.06712 -0.28970 -0.39003 0.01 0.00 0.00
C -2.65359 3.98224 -1.77090 0.12 0.04 0.21
O -3.41792 0.18260 -0.71132 -0.51 -0.15 -0.10
H -1.67372 1.57931 -1.30479 0.04 -0.09 -0.06
H -1.55654 1.73445 2.02828 0.16 -0.02 -0.09
H -0.33662 2.48222 -1.99198 0.04 -0.08 -0.01
H 0.37920 -3.51972 -1.06960 0.10 -0.09 0.10
H -4.33926 0.60340 1.91313 -0.12 0.14 0.02
C -0.60274 -0.55354 -0.25518 0.04 -0.77 -0.84
H 4.86457 2.02811 0.71265 -0.03 0.04 0.02
H 0.69818 0.13769 -1.85485 0.08 0.09 0.03
H -2.18045 4.11522 -2.74099 0.01 0.02 -0.15
H -3.38590 3.18286 -1.85030 -0.12 -0.07 -0.06
C 0.47135 -0.77905 -1.31058 0.07 -0.02 -0.05
C -0.03520 -1.80772 -2.32962 0.07 -0.04 0.19
H -2.12486 3.51832 0.24850 0.06 0.00 0.12
H 7.19781 1.82271 -0.06508 0.05 0.06 0.00
C -0.42154 -3.14346 -1.70476 -0.05 0.15 -0.14
H 0.13267 2.59323 0.79622 0.00 -0.17 0.08
H -2.41857 1.10364 0.58818 0.45 0.21 0.19
C -3.82462 -0.34872 1.84551 0.06 -0.47 -1.03
H -0.88735 4.43455 -0.61786 0.02 -0.01 0.11
H 0.29912 -0.73156 2.20481 -0.14 0.16 -0.05
H 1.03220 1.62883 -0.36828 -0.15 -0.02 0.13
C 6.25819 -1.41359 -0.32896 0.06 -0.06 -0.04
H -0.90570 -1.39601 -2.84150 -0.02 0.06 -0.12
C -1.61831 3.62643 -0.71194 -0.07 -0.11 -0.26
C 4.95085 -1.30659 0.10442 -0.01 0.05 0.01
C 1.95481 0.11663 1.26866 0.71 -0.01 -0.14
```
Forces are in eV/Å.

Properties
Relative energy (zero: lowest compared OMol25 entry of this formula, charge and spin) = 62.15 kcal per mole
Total charge = 0
F_max = 1.14 eV Å⁻¹
E_tot = -1459.26695 Ha
SMILES = CCCC[N+](CC#Cc1ccccc1)(CCCC)CCCS(=O)(=O)[O-]
Kohn-Sham gap = 8.83 eV

=====

2.
This record from the Open Molecules 2025 dataset describes C19H33AsCl5N2O3OsSi3 as an isolated structure. The level of theory is ωB97M-V/def2-TZVPD.

Structure (XYZ):
```
67
Properties=species:S:1:pos:R:3:forces:R:3
H 1.30144 -2.65931 4.06891 0.02 0.01 -0.01
C -1.47116 -2.80160 -1.58194 -0.04 0.05 0.03
H 1.99807 -4.02624 1.68691 0.02 0.00 -0.01
H -2.89708 2.95854 2.20706 0.01 0.00 0.01
H -0.36821 -2.32353 3.61721 0.01 -0.02 -0.01
C -0.67016 1.14875 -3.75882 -0.03 0.02 -0.01
H -0.63980 -3.37617 -1.17983 0.04 -0.03 0.03
H -2.52836 0.45340 -1.95530 0.01 0.00 -0.01
C -2.59804 2.18278 1.49637 -0.02 -0.06 0.03
Si -2.10180 -1.47770 -0.42443 -0.04 -0.09 -0.04
C -3.12385 -0.20520 -1.32422 0.05 -0.02 0.02
Cl -1.27172 -1.31695 -6.83539 0.00 0.01 0.02
H 4.86582 1.64750 -1.96547 0.01 0.00 0.01
N 2.79475 1.25004 -2.34513 -0.15 -0.07 0.08
H 1.70923 2.65297 1.98774 0.06 0.00 0.03
H -3.79788 -1.62907 1.39750 0.00 0.00 0.00
H 2.83024 0.48540 -3.01400 -0.02 -0.01 0.02
C -0.19417 1.93244 3.45566 0.01 0.01 -0.05
C 0.57023 -0.83269 -3.34948 -0.01 0.02 -0.03
As -0.28168 -0.28032 0.65652 -0.17 -0.16 0.06
H 4.18658 0.21515 -1.16929 0.02 0.02 -0.01
H 0.69683 -1.00548 4.13259 -0.03 0.01 0.01
Cl 1.65209 -1.76065 -2.34202 0.07 0.08 0.02
H -2.99602 0.60086 4.12352 0.00 0.00 -0.01
H 0.45261 -3.90364 0.86352 -0.07 0.01 0.00
C -1.13035 0.62043 -4.96422 -0.02 0.02 -0.03
H -1.18556 -2.41204 -2.55619 -0.01 0.01 0.02
O -0.09368 2.80747 -0.43323 0.28 -0.14 -0.14
C 3.66810 2.08032 -0.24001 0.08 -0.15 0.02
H -1.74994 -0.63047 4.21709 0.04 -0.02 0.01
Cl -1.14516 2.73922 -3.30015 -0.02 0.02 -0.02
Os 0.96247 1.16834 -1.10177 0.06 0.55 -0.17
C -3.12654 -2.32095 0.89257 0.05 0.03 -0.03
C 2.88835 -0.82471 1.77510 -0.04 -0.03 0.04
C 0.15034 -1.38852 -4.55190 0.03 0.00 0.02
H 2.53744 3.89619 1.06676 -0.02 0.01 -0.02
Cl 0.66529 -2.95313 -5.02413 -0.01 0.01 -0.01
H -3.84055 -0.72602 -1.96554 0.00 -0.01 0.00
C 1.40803 -3.40195 1.00957 0.00 0.08 0.00
C 0.15991 0.42521 -2.90101 0.02 -0.21 0.18
H 3.24573 -0.70174 0.75178 0.00 -0.02 -0.02
H 0.01496 2.93954 3.09547 -0.02 -0.02 0.04
H -3.69128 0.41501 -0.63198 0.00 0.02 0.01
H -0.66075 2.03335 4.43947 -0.03 0.00 -0.01
C 0.65024 -1.93771 3.56862 0.00 0.05 -0.05
H 3.63639 -1.40630 2.31990 0.00 -0.01 0.01
H -3.50351 1.65340 1.19614 -0.01 0.00 -0.01
Cl -2.18653 1.52356 -5.96268 0.01 0.01 0.02
C -0.72055 -0.65464 -5.36043 0.00 -0.01 -0.01
C -2.38797 -0.08656 3.52462 0.04 0.07 -0.04
H -2.30195 -3.49439 -1.74367 -0.02 0.01 0.01
Si 1.25306 -1.72630 1.81662 0.07 -0.04 0.02
H -2.53107 -2.84642 1.64029 0.00 0.00 0.02
C 1.83472 3.06713 0.98796 -0.04 0.08 0.00
C 0.46135 3.56188 0.52683 0.23 -0.27 -0.06
O -0.07891 4.50391 1.02495 -0.13 0.10 0.07
H 1.93353 -3.36819 0.05625 -0.03 0.01 -0.05
Si -1.42845 1.03176 2.37423 -0.07 0.11 0.08
H 2.76023 2.11372 -2.88400 -0.01 0.00 0.00
H 2.83435 0.16319 2.23625 -0.01 0.00 -0.01
H -2.16504 2.67757 0.62882 -0.01 -0.02 0.03
H -3.06702 -0.78400 3.04913 -0.02 -0.04 -0.02
C 3.98675 1.24539 -1.46744 -0.03 0.04 -0.01
N 2.32332 2.06361 0.06095 -0.20 -0.02 -0.07
H -3.74952 -3.06460 0.38820 0.01 0.00 -0.01
H 0.74334 1.39478 3.60724 0.01 0.00 -0.02
O 4.50845 2.67442 0.38537 0.03 0.05 0.03
```
Forces are in eV/Å.

Properties
Relative energy (zero: lowest compared OMol25 entry of this formula, charge and spin) = 12.14 kcal per mole
Total charge = +1
F_max = 0.58 eV Å⁻¹
E_tot = -6574.78139 Ha
Spin multiplicity = 5
Kohn-Sham gap (alpha / beta) = 7.85 / 6.71 eV

=====

3.
This record from the Open Molecules 2025 dataset describes a 2-piece molecular cluster, C10H10N2O2 overall. The level of theory is ωB97M-V/def2-TZVPD.

Structure (XYZ):
```
24
Properties=species:S:1:pos:R:3:forces:R:3
C -0.81001 -0.63781 0.98410 -3.02 0.28 -0.31
H -1.97562 -1.87570 -1.61341 1.69 1.39 0.58
H -0.00853 -3.15979 -1.12401 -0.06 -0.27 0.61
C 1.41028 -1.59101 -1.21544 0.17 1.04 -1.29
H 2.37908 0.13826 2.15829 -0.62 -0.41 -1.01
C -0.81822 0.07440 -1.78089 -1.41 -1.79 0.12
H -1.66749 0.76378 -1.95380 0.52 -0.78 -0.01
C 0.14231 -2.09536 -1.16406 -0.91 -0.46 -1.46
N 1.07077 1.54586 1.29534 -3.30 -2.91 -0.35
H 0.85913 -1.81940 1.55979 0.18 -0.23 0.27
H 2.26937 -2.24237 -1.04305 -0.16 0.37 -0.06
O -0.77788 2.93558 1.00765 0.10 0.52 -0.17
C -0.31198 1.83317 0.99953 0.75 -1.84 -0.11
C -0.97890 -1.30989 -1.46181 -1.12 0.05 -2.17
C 1.53533 -0.25152 -1.67041 3.05 -1.35 1.72
O -1.71931 -1.48248 0.89527 2.05 1.10 1.15
C 0.46066 0.56380 -1.81260 0.66 1.84 -1.66
N -1.15080 0.68851 0.66852 1.62 2.51 2.33
H 1.69032 2.29978 1.34306 0.85 1.08 0.32
C 0.58008 -0.80745 1.34994 0.25 -0.50 0.89
H 2.59596 0.12878 -1.70109 -1.34 -0.09 -0.25
C 1.43000 0.19600 1.58096 0.01 2.24 0.58
H 0.67536 1.60740 -2.14273 -0.45 -0.77 0.47
H -2.11702 1.04785 0.69054 0.51 -1.01 -0.18
```
Forces are in eV/Å.

Properties
Relative energy (zero: lowest compared OMol25 entry of this formula, charge and spin) = 48.15 kcal per mole
Total charge = 0
F_max = 4.41 eV Å⁻¹
E_tot = -647.02525 Ha
SMILES = O=c1cc[nH]c(=O)[nH]1.c1ccccc1
Kohn-Sham gap = 8.86 eV

=====

4.
This record from the Open Molecules 2025 dataset describes a 9-piece molecular cluster, C32H66FO9PS8 overall. The level of theory is ωB97M-V/def2-TZVPD.

Structure (XYZ):
```
117
Properties=species:S:1:pos:R:3:forces:R:3
H 5.16461 0.51908 -6.31684 -0.05 -0.07 -0.02
C -8.58925 2.38613 -1.97630 -0.09 -0.05 -0.06
H 9.13127 5.39457 -0.78636 0.04 -0.03 -0.02
C -7.52813 -5.35790 6.53374 -0.11 -0.05 -0.07
O -5.81051 -3.98440 5.03300 -0.11 0.06 0.15
O -8.45036 4.36175 -0.20000 0.03 -0.08 -0.19
C -7.11450 -2.75440 7.00021 -0.06 0.08 -0.04
H -7.48955 -2.92248 8.01071 0.06 -0.03 -0.01
H 6.61633 3.35576 0.38135 -0.68 -0.95 -0.10
C -5.27333 3.72107 7.26542 -0.10 0.05 0.04
H 8.26233 -2.27729 -3.06010 -0.09 -0.01 0.01
H -0.10260 -3.18067 -3.77447 -0.01 0.09 -0.01
O 5.78079 -2.64332 -1.69856 0.41 -0.27 -0.31
C 9.51719 5.55295 -1.79447 -0.11 0.08 -0.01
H -8.33261 -5.02469 5.87668 0.07 0.05 -0.01
C -3.59728 -1.47261 3.05156 -0.10 0.01 -0.09
H -6.45963 -1.88260 6.99792 0.03 -0.07 0.00
S -2.34243 -1.46964 4.34046 -0.14 -0.13 0.01
C 3.78095 1.30267 -0.05065 1.33 0.37 0.10
S 4.69575 -1.26669 -7.85654 -0.05 -0.04 0.04
H -3.39017 -0.77838 -2.03166 -0.15 0.64 0.73
C 6.63638 1.13590 0.16953 -1.62 -0.55 -0.29
H -8.09879 2.01208 -2.87626 0.04 0.03 0.04
S -1.85496 -1.92155 -4.81668 0.09 -0.06 0.06
H -2.30513 -4.07342 -5.78959 -0.01 0.06 0.06
H -5.76811 2.17641 0.39858 0.86 -0.72 -0.48
C 5.94360 -3.31739 -4.26533 -0.03 0.05 -0.01
H 8.69424 5.71866 -2.49116 0.05 -0.06 -0.03
C 5.74102 -0.03093 -7.06215 -0.02 0.10 0.10
H 3.87618 -1.66274 -1.44752 -0.36 0.19 1.07
C -3.43111 -0.89086 5.65528 0.11 0.04 -0.08
H -7.16619 -6.32993 6.20060 0.07 0.08 0.01
C 4.54009 2.54526 0.15264 1.07 -2.61 -0.34
H 3.93040 0.58547 -9.17265 0.03 -0.06 0.01
C -3.45826 -0.05412 -1.18788 0.02 1.40 1.47
C -4.70964 0.64557 -0.91529 1.18 0.66 1.08
H 0.81896 -3.02574 1.19297 0.56 0.64 0.53
H -0.25216 -0.35154 1.79015 0.82 0.27 -0.60
H -3.13797 3.47412 9.13473 0.00 -0.03 -0.06
O 4.05437 -2.07089 -6.77646 0.12 0.19 -0.10
S 10.47300 4.11215 -2.30563 0.02 -0.02 -0.07
H -7.42225 5.81051 -2.55210 0.01 -0.08 0.08
H 6.13201 0.65345 -7.81606 -0.01 -0.06 -0.02
C -1.12876 -2.92182 -3.50940 -0.09 -0.02 -0.03
H -4.22018 -1.62461 5.82477 0.06 -0.03 -0.10
H 4.86948 -3.45448 -4.38200 0.05 0.03 0.03
C -7.89592 4.85085 -2.75545 -0.08 0.05 -0.10
H -0.70788 -3.43403 -6.28165 0.00 0.06 0.04
H -4.53296 2.49782 9.68454 -0.03 -0.02 -0.08
H -1.71948 -3.82765 -3.36251 -0.06 0.05 -0.07
H 6.34896 -1.10315 -0.11367 -0.28 1.04 0.09
H -2.84363 -0.77677 6.56571 0.04 -0.02 -0.09
C 3.63388 -1.34058 -0.40295 0.42 0.78 -0.59
C 8.14105 -3.31136 -2.73384 0.09 0.10 0.02
F -0.73795 -2.27298 -0.61741 -0.52 1.50 1.12
H 9.45673 1.97310 -2.56885 0.08 0.08 0.02
H -8.96161 5.00161 -2.93328 0.01 -0.04 0.08
C 3.46327 -0.10126 -8.46544 -0.09 0.09 0.04
P -0.60655 -0.58877 -0.64313 0.76 0.33 -1.33
H 3.99175 3.51099 0.20994 0.65 -0.85 -0.01
C -3.66815 1.91258 1.00822 0.58 -1.73 -1.98
H -9.61068 2.69404 -2.20424 0.04 0.06 0.05
H 2.44638 -0.37472 1.63987 -0.31 -0.41 -0.83
H 6.20318 -2.28341 -4.49520 -0.03 -0.01 0.09
C -2.26718 0.22047 -0.35468 -2.19 0.59 1.63
H -4.02044 -0.47272 2.94344 0.09 0.02 0.03
H 2.42591 -2.74153 2.10411 -1.03 0.00 -0.44
S 6.38865 -3.69869 -2.56300 0.03 -0.06 -0.12
H 2.66720 1.40013 -0.11559 1.20 -0.34 -0.04
H 6.56974 -0.54341 -6.57462 -0.06 -0.05 -0.07
H 8.61935 -3.44461 -1.76391 -0.10 -0.03 -0.01
C 4.42397 0.00185 -0.16270 0.92 0.87 0.56
C 5.88104 -0.09890 -0.03274 -1.36 2.51 0.15
O -1.38356 -0.36212 4.03252 -0.13 0.02 -0.04
H -4.69831 4.63382 7.42696 0.03 -0.05 -0.03
S -7.65853 3.78456 -1.32152 -0.03 0.04 0.01
C 0.39622 -0.16060 0.88794 -0.71 -0.30 0.60
H -2.19467 -2.78435 -7.01255 0.01 0.06 0.08
C 1.74760 -0.97152 0.99641 -1.86 -0.35 0.69
H -2.98427 1.70914 9.29859 -0.03 0.01 -0.11
H -5.63121 0.48251 -1.52845 1.14 -0.08 0.48
O 2.21390 -1.19031 -0.33825 0.93 0.25 1.04
C -3.65924 2.52160 9.03181 -0.03 -0.01 0.12
H -7.94508 -2.58671 6.31308 0.06 -0.06 -0.04
O -5.01821 1.07428 7.26139 -0.06 0.23 0.20
C 5.98832 2.43966 0.24408 -0.94 -1.17 -0.14
H 6.46924 -3.99573 -4.93869 -0.02 -0.03 0.06
H 7.74107 1.03862 0.25648 -0.93 0.30 -0.03
C -4.82125 1.62837 0.16809 1.87 -0.74 0.21
H 3.03234 0.45311 -7.63057 0.05 -0.07 0.03
S -4.16854 2.29810 7.31745 -0.02 0.03 0.01
O 10.83479 4.30214 -3.73742 -0.14 0.00 0.17
H -3.12638 -1.77040 2.11441 0.06 0.03 0.06
H -6.04399 3.62082 8.03095 0.05 -0.08 -0.01
O -3.29928 -1.73683 -4.48491 0.13 -0.11 0.01
H 4.00769 -2.13571 0.29367 -0.32 0.67 -0.51
H -1.12860 -2.33535 -2.59166 0.01 -0.11 -0.36
C 1.43544 -2.30881 1.78822 0.96 0.77 0.17
C 9.09722 2.94967 -2.24631 -0.10 -0.01 -0.02
H 0.92338 -1.99839 2.73955 0.28 -0.45 -0.90
C -2.40604 1.20188 0.72973 -1.59 0.29 -0.48
H 8.72428 2.87806 -1.22404 0.03 0.01 -0.02
H -7.42903 4.39424 -3.62918 0.03 -0.02 0.06
H 2.67924 -0.66358 -8.97127 0.09 -0.06 0.04
S -6.15856 -4.18770 6.46811 0.00 0.04 0.02
H -7.88872 -5.43779 7.56007 0.06 0.03 0.00
H 0.57374 0.95124 0.84341 -0.15 -1.03 -0.20
H -3.69871 2.63930 1.85784 -0.08 -0.76 -0.97
H 8.59416 -3.99024 -3.45724 -0.06 -0.02 0.03
H -4.38111 -2.18860 3.30650 0.08 -0.04 0.10
H -8.60668 1.60100 -1.22081 0.06 0.09 0.02
H 10.17586 6.42071 -1.79747 0.05 -0.10 -0.02
H 8.30106 3.28155 -2.91401 0.05 0.05 0.00
H -1.55858 1.49084 1.40263 -0.81 -0.66 -0.81
C -1.75406 -3.18449 -6.09979 -0.08 -0.09 -0.08
H -3.86589 0.06935 5.38302 0.04 -0.07 -0.05
H -5.74083 3.75729 6.28204 0.08 -0.08 0.02
```
Forces are in eV/Å.

Properties
Total charge = 0
F_max = 2.85 eV Å⁻¹
E_tot = -5562.44439 Ha
Kohn-Sham gap = 8.08 eV

=====

- The lowest F_max belongs to which entry?
  C19H33AsCl5N2O3OsSi3